# 1
The following is a quantum chemistry calculation of a 6-piece molecular cluster, C30H81N5O11 overall at a distorted geometry, from the OMol25 dataset.

The geometry in ORCA input format:
```
! RIJCOSX wB97M-V def2-TZVPD def2/J DEFGRID3
* xyz 4 1
O -0.377 -0.271 -0.585
H 0.479 -0.065 -0.161
C -3.265 -3.567 -4.616
O -2.743 -2.406 -3.983
C -1.493 -1.904 -4.563
C -0.648 -1.054 -3.581
N -1.621 -0.082 -2.987
H -2.568 -0.433 -2.998
H -1.321 -0.004 -2.025
C -1.700 1.167 -3.845
C -2.883 2.097 -3.568
O -3.941 1.389 -4.072
C -5.158 2.175 -3.940
H -3.477 -3.430 -5.676
H -4.084 -4.069 -4.102
H -2.490 -4.334 -4.615
H -1.708 -1.441 -5.526
H -0.811 -2.654 -4.965
H 0.208 -0.435 -3.850
H -0.216 -1.658 -2.783
H -1.800 0.830 -4.877
H -0.750 1.701 -3.825
H -2.660 3.068 -4.010
H -2.844 2.176 -2.482
H -4.943 3.026 -4.586
H -5.304 2.461 -2.899
H -6.117 1.782 -4.280
C 2.375 8.283 0.082
O 2.635 6.882 0.011
C 1.711 6.167 0.765
C 2.040 4.711 0.564
N 1.608 4.268 -0.899
H 0.690 4.602 -1.155
H 2.264 4.709 -1.527
C 1.999 2.767 -1.153
C 1.743 2.352 -2.550
O 2.478 3.214 -3.428
C 2.056 3.008 -4.766
H 2.604 8.751 1.039
H 1.359 8.535 -0.222
H 2.985 8.878 -0.598
H 0.737 6.361 0.316
H 1.882 6.454 1.803
H 1.491 4.023 1.207
H 3.088 4.483 0.757
H 1.329 2.228 -0.483
H 3.058 2.876 -0.918
H 0.663 2.487 -2.620
H 1.986 1.303 -2.720
H 2.261 1.998 -5.121
H 2.649 3.603 -5.460
H 0.974 3.083 -4.880
C -4.071 2.368 4.625
O -3.383 2.261 3.382
C -2.034 1.746 3.432
C -1.452 1.675 2.029
N -2.213 0.770 1.118
H -1.579 0.352 0.451
H -2.558 -0.031 1.627
C -3.275 1.511 0.289
C -4.419 0.597 -0.180
O -3.814 -0.417 -1.006
C -4.729 -1.179 -1.719
H -4.232 1.369 5.031
H -5.078 2.750 4.456
H -3.534 2.957 5.369
H -1.964 0.783 3.937
H -1.332 2.389 3.963
H -0.447 1.254 2.002
H -1.351 2.647 1.546
H -2.749 2.009 -0.525
H -3.622 2.333 0.915
H -5.188 1.134 -0.735
H -4.956 0.324 0.727
H -5.594 -1.422 -1.101
H -4.287 -2.162 -1.884
H -5.102 -0.798 -2.670
C -2.125 -6.796 1.299
O -1.529 -5.669 0.597
C -2.467 -4.659 0.316
C -1.788 -3.398 -0.231
N -0.461 -2.946 0.373
H 0.257 -3.609 0.118
H -0.330 -2.020 -0.007
C -0.668 -2.757 1.903
C 0.795 -2.386 2.518
O 1.819 -3.298 2.018
C 1.980 -4.464 2.811
H -1.442 -7.589 1.601
H -2.788 -7.269 0.574
H -2.724 -6.596 2.188
H -2.997 -4.380 1.226
H -3.165 -4.941 -0.473
H -2.466 -2.559 -0.069
H -1.618 -3.594 -1.289
H -1.042 -3.673 2.359
H -1.444 -1.996 1.985
H 0.608 -2.319 3.590
H 1.031 -1.378 2.177
H 2.757 -5.083 2.363
H 1.039 -4.997 2.672
H 2.045 -4.237 3.875
C 3.176 -1.386 -0.460
O 4.346 -0.971 0.202
C 4.445 0.410 0.621
C 5.651 0.474 1.639
N 5.662 -0.718 2.655
H 5.786 -1.626 2.231
H 6.415 -0.584 3.314
C 4.363 -0.663 3.540
C 4.447 -1.849 4.645
O 4.658 -3.068 4.022
C 5.039 -4.129 4.748
H 3.028 -0.767 -1.345
H 2.255 -1.243 0.105
H 3.328 -2.433 -0.722
H 3.534 0.721 1.131
H 4.622 1.118 -0.189
H 5.616 1.255 2.398
H 6.624 0.427 1.150
H 3.637 -0.809 2.741
H 4.338 0.269 4.105
H 3.512 -1.940 5.198
H 5.206 -1.767 5.423
H 4.712 -5.018 4.209
H 4.733 -4.236 5.789
H 6.122 -4.163 4.637
*
```

Properties
* strongest force on any atom: 0.0866 hartree/bohr
* DFT total energy: -2291.422923 a.u.

=====

# 2
The following is a quantum chemistry calculation of a 9-piece molecular cluster, C30H82N4O11 overall at a distorted geometry, from the OMol25 dataset.

The geometry in ORCA input format:
```
! RIJCOSX wB97M-V def2-TZVPD def2/J DEFGRID3
* xyz 0 1
C -17.896 4.116 -23.232
O -18.194 3.790 -21.907
C -19.409 3.150 -21.709
C -19.340 2.533 -20.271
C -20.632 1.890 -19.835
N -19.050 3.590 -19.334
H -17.462 5.108 -23.357
H -18.832 4.158 -23.788
H -17.348 3.270 -23.648
H -20.284 3.743 -21.977
H -19.445 2.337 -22.433
H -18.594 1.741 -20.344
H -20.561 1.372 -18.879
H -20.741 1.113 -20.592
H -21.567 2.450 -19.801
H -18.176 4.018 -19.605
H -19.719 4.334 -19.471
C -20.214 9.919 -13.945
O -20.198 8.653 -14.711
C -19.048 8.503 -15.526
C -19.118 7.094 -16.152
C -17.813 6.711 -16.803
N -20.185 7.073 -17.079
H -20.173 10.817 -14.561
H -19.324 9.939 -13.317
H -21.156 9.853 -13.400
H -19.023 9.233 -16.336
H -18.164 8.666 -14.910
H -19.324 6.391 -15.346
H -17.001 6.668 -16.078
H -17.473 7.402 -17.574
H -17.949 5.676 -17.119
H -19.928 7.687 -17.839
H -20.916 7.561 -16.583
C -18.677 -0.044 -14.211
O -18.838 -1.320 -14.893
C -20.093 -1.388 -15.536
C -20.375 -2.856 -16.136
N -20.175 -3.906 -15.157
C -20.140 -5.280 -15.692
C -20.094 -6.291 -14.536
O -18.767 -6.205 -13.972
C -18.586 -7.077 -12.925
H -18.586 0.761 -14.940
H -17.786 -0.172 -13.596
H -19.511 0.275 -13.586
H -20.155 -0.657 -16.342
H -20.900 -1.243 -14.818
H -19.763 -3.140 -16.992
H -21.357 -2.872 -16.608
H -19.375 -3.711 -14.573
H -19.317 -5.476 -16.380
H -21.053 -5.319 -16.285
H -20.335 -7.310 -14.837
H -20.761 -5.858 -13.790
H -18.729 -8.126 -13.184
H -19.149 -6.786 -12.039
H -17.576 -7.016 -12.519
C -23.208 3.982 -10.469
O -22.149 4.898 -10.746
C -21.284 4.379 -11.750
C -20.282 5.460 -12.220
N -19.391 5.789 -11.130
C -18.599 7.015 -11.317
C -17.538 6.946 -12.484
O -16.311 6.620 -11.908
C -15.185 6.548 -12.759
H -23.817 4.450 -9.695
H -22.921 3.025 -10.032
H -23.867 3.864 -11.329
H -21.734 3.869 -12.602
H -20.693 3.552 -11.356
H -20.748 6.287 -12.755
H -19.612 5.020 -12.959
H -19.987 5.882 -10.320
H -18.117 7.231 -10.363
H -19.299 7.843 -11.424
H -17.462 7.935 -12.936
H -17.885 6.246 -13.244
H -15.107 7.434 -13.390
H -15.246 5.611 -13.312
H -14.228 6.502 -12.239
C -23.930 4.908 -14.876
C -24.513 3.472 -14.891
O -23.878 2.694 -13.911
H -24.367 5.392 -14.002
H -24.384 5.394 -15.739
H -22.843 4.985 -14.867
H -24.346 3.022 -15.870
H -25.590 3.575 -14.761
H -24.250 1.817 -13.794
C -15.816 3.305 -15.590
C -15.246 3.554 -16.992
O -14.480 2.385 -17.339
H -15.077 2.893 -14.903
H -16.645 2.597 -15.556
H -16.193 4.244 -15.184
H -14.692 4.490 -17.063
H -15.989 3.540 -17.789
H -15.175 1.760 -17.557
C -20.460 2.781 -14.994
C -20.127 3.259 -16.417
O -19.064 2.433 -16.875
H -19.622 2.978 -14.326
H -20.925 1.795 -15.001
H -21.239 3.506 -14.758
H -19.838 4.309 -16.397
H -20.956 3.168 -17.119
H -18.855 2.611 -17.795
C -23.197 0.282 -12.148
C -23.898 -0.564 -13.220
O -24.891 0.219 -13.839
H -22.535 0.999 -12.632
H -22.559 -0.341 -11.521
H -23.943 0.686 -11.462
H -24.395 -1.420 -12.764
H -23.219 -0.895 -14.006
H -25.295 -0.300 -14.539
C -15.713 2.520 -11.671
C -17.158 2.976 -11.908
O -17.621 3.678 -10.763
H -15.319 1.988 -12.537
H -15.552 1.926 -10.771
H -15.187 3.475 -11.684
H -17.790 2.140 -12.209
H -17.188 3.664 -12.753
H -18.072 4.480 -11.038
*
```

Properties
* strongest force on any atom: 0.0469 hartree/bohr
* DFT total energy: -2238.626468 a.u.
* SMILES: COC[C@H](C)N.COC[C@H](C)N.COCCNCCOC.COCCNCCOC.CCO.CCO.CCO.CCO.CCO

=====

# 3
The following is a quantum chemistry calculation of a 11-piece molecular cluster, C30H82O11 overall at a distorted geometry, from the OMol25 dataset.

The geometry in ORCA input format:
```
! RIJCOSX wB97M-V def2-TZVPD def2/J DEFGRID3
* xyz 0 1
C -5.226 2.833 -4.232
C -4.895 1.663 -3.318
C -3.363 1.422 -3.325
O -5.393 1.938 -2.022
H -4.717 3.718 -3.966
H -6.300 3.001 -4.179
H -4.962 2.592 -5.243
H -5.342 0.799 -3.679
H -3.121 1.076 -4.315
H -3.087 0.643 -2.620
H -2.885 2.392 -3.114
H -5.133 1.172 -1.431
C 2.417 5.197 -1.829
C 1.112 4.394 -2.075
C 1.138 3.012 -1.489
O 0.005 5.196 -1.638
H 2.276 6.186 -2.199
H 3.258 4.660 -2.223
H 2.526 5.272 -0.739
H 1.012 4.306 -3.161
H 0.192 2.478 -1.615
H 1.316 2.970 -0.416
H 1.945 2.436 -1.938
H -0.772 4.998 -2.177
C 6.425 -1.574 1.881
C 5.216 -2.290 1.264
C 3.962 -1.535 1.563
O 5.236 -2.438 -0.147
H 6.155 -1.519 2.928
H 6.590 -0.534 1.507
H 7.382 -2.132 1.734
H 5.179 -3.291 1.716
H 4.035 -0.537 1.160
H 3.763 -1.426 2.624
H 3.109 -1.987 1.051
H 5.949 -3.041 -0.411
C 2.034 2.169 4.473
C 1.890 2.847 3.080
C 2.482 4.268 3.095
O 2.566 2.003 2.171
H 3.106 2.243 4.780
H 1.695 1.158 4.346
H 1.366 2.637 5.178
H 0.831 2.770 2.815
H 2.011 4.841 3.854
H 2.372 4.766 2.099
H 3.507 4.152 3.397
H 2.747 2.474 1.380
C -1.365 -2.163 -3.583
C -1.754 -2.758 -2.198
C -2.145 -4.226 -2.183
O -0.691 -2.466 -1.265
H -0.911 -1.181 -3.487
H -2.295 -1.990 -4.138
H -0.587 -2.783 -4.031
H -2.667 -2.264 -1.870
H -2.790 -4.437 -3.040
H -2.674 -4.549 -1.320
H -1.252 -4.882 -2.254
H -0.860 -1.594 -0.866
C 2.019 -0.494 -3.074
C 3.549 -0.761 -3.273
C 3.993 -0.399 -4.688
O 4.444 -0.047 -2.465
H 1.496 -0.928 -3.924
H 1.827 0.562 -3.206
H 1.678 -0.886 -2.127
H 3.729 -1.819 -3.077
H 5.011 -0.793 -4.794
H 3.946 0.676 -4.820
H 3.379 -0.800 -5.507
H 4.520 -0.495 -1.641
C -2.056 5.708 2.426
C -1.535 4.470 1.812
C -2.233 3.931 0.588
O -0.168 4.564 1.498
H -1.402 6.104 3.203
H -3.028 5.491 2.864
H -2.258 6.558 1.689
H -1.604 3.753 2.577
H -3.245 3.682 0.797
H -1.701 3.061 0.183
H -2.393 4.726 -0.085
H 0.005 4.844 0.580
C -2.941 -4.689 3.161
C -1.772 -3.848 2.670
C -0.759 -3.756 3.765
O -1.321 -4.486 1.478
H -3.840 -4.710 2.488
H -3.235 -4.253 4.159
H -2.601 -5.741 3.293
H -2.113 -2.827 2.461
H -1.180 -3.387 4.695
H 0.070 -3.150 3.382
H -0.294 -4.720 3.938
H -0.483 -4.050 1.160
C 2.739 -4.999 1.246
C 1.879 -4.684 0.053
O 1.136 -3.503 0.319
H 3.181 -6.006 1.241
H 2.067 -5.037 2.142
H 3.501 -4.264 1.438
H 1.241 -5.532 -0.087
H 2.579 -4.467 -0.783
H 0.719 -3.171 -0.512
C -5.047 -1.752 1.709
C -4.485 -1.584 0.331
O -4.623 -0.244 -0.078
H -4.724 -2.695 2.179
H -6.099 -1.647 1.750
H -4.684 -1.008 2.459
H -4.945 -2.306 -0.343
H -3.465 -1.780 0.429
H -5.512 -0.017 0.186
C 0.421 -0.336 1.346
C -1.014 0.274 1.205
O -1.409 0.295 -0.159
H 1.162 0.296 0.916
H 0.553 -1.276 0.844
H 0.662 -0.492 2.419
H -1.009 1.310 1.568
H -1.678 -0.350 1.819
H -2.265 0.800 -0.182
*
```

Properties
* strongest force on any atom: 0.0531 hartree/bohr
* DFT total energy: -2019.769424 a.u.
* SMILES: CC(C)O.CC(C)O.CC(C)O.CC(C)O.CC(C)O.CC(C)O.CC(C)O.CC(C)O.CCO.CCO.CCO

=====

Values for energy relative to the best compared isomer or geometry (same formula, charge and spin), kJ/mol, ordered as above
434.29, 0.00, 99.23